Entry from the OMol25 dataset: a cluster of 11 separate species, C50H133N11O14 in total (ωB97M-V with the def2-TZVPD basis set).

The geometry in XYZ format:
```
208
Properties=species:S:1:pos:R:3:forces:R:3:mulliken_charge:R:1
C -0.2349 -3.3469 8.4935 0.339 -0.240 0.285 -1.515
C -0.2069 -1.8213 8.3974 0.611 -0.703 -0.175 0.354
C -0.2834 -1.3743 6.9373 -0.460 0.426 0.401 -0.034
O 0.9178 -1.7254 6.3020 0.220 -0.488 -0.168 -0.477
C 0.9967 -1.2478 4.9779 -0.950 0.609 -0.100 -0.301
N -1.3041 -1.2559 9.1809 0.133 0.508 -0.194 -0.626
H -1.2336 -3.7174 8.2614 0.016 -0.045 -0.094 0.343
H 0.0542 -3.7329 9.4756 -0.327 0.375 0.263 0.404
H 0.5103 -3.8332 7.8626 -0.187 0.317 -0.454 0.327
H 0.7768 -1.4638 8.7208 0.042 -0.039 0.244 0.192
H -0.4367 -0.2857 6.9024 0.137 0.155 -0.011 -0.113
H -1.1745 -1.7927 6.4531 0.090 -0.297 -0.179 0.233
H 1.0812 -0.1557 4.9892 0.178 -0.090 -0.086 0.034
H 0.0659 -1.4481 4.4317 -0.054 -0.203 0.008 0.218
H 1.8042 -1.6907 4.4011 0.258 -0.113 0.434 0.292
H -1.1920 -0.2455 9.2100 0.054 -0.006 0.067 0.236
H -1.2750 -1.5426 10.1520 0.098 -0.283 -0.073 0.211
C -5.8438 4.7792 2.3721 0.431 1.031 0.673 -1.218
C -5.4962 5.3056 0.9775 0.450 -1.399 0.316 0.299
C -4.3428 6.3090 0.9904 -0.186 -0.458 0.253 -0.387
O -3.8561 6.5199 -0.3266 -0.201 0.355 -0.085 -0.322
C -2.9364 7.5983 -0.3282 0.123 -0.494 0.218 -0.855
N -5.0869 4.1098 0.2221 -0.287 0.644 -0.716 -0.742
H -4.9772 4.2980 2.8376 0.139 -0.106 -0.278 0.074
H -6.6498 4.0506 2.3941 -0.133 0.136 -0.314 0.340
H -6.0657 5.6031 3.0595 -0.326 -0.047 -0.057 0.417
H -6.3732 5.7636 0.5130 0.015 -0.075 -0.081 0.331
H -3.5237 5.8527 1.5631 0.024 0.195 0.303 0.015
H -4.6613 7.2477 1.4576 0.141 0.127 -0.029 0.485
H -3.4660 8.5259 -0.1009 0.215 0.155 0.005 0.320
H -2.4154 7.6648 -1.2817 -0.357 -0.064 -0.181 0.269
H -2.1632 7.3910 0.4219 -0.007 0.301 0.144 0.350
H -4.6227 4.5096 -0.5911 -0.033 -0.594 -0.260 0.262
H -4.3619 3.5841 0.7210 -0.388 0.438 -0.150 0.249
C -1.7046 2.3808 -6.6136 -0.127 1.478 0.153 -1.322
C -1.9726 0.9493 -6.9894 -0.138 0.604 -0.962 0.462
C -2.1850 0.0039 -5.8308 0.762 0.180 0.844 -0.117
O -2.2961 -1.3239 -6.3027 -0.415 -0.007 -0.089 -0.455
C -2.4748 -2.2169 -5.2247 0.305 0.426 0.367 -0.140
N -3.0850 0.9247 -7.9732 0.553 -0.597 0.680 -0.746
H -0.8016 2.5149 -6.0196 -0.174 -0.288 0.270 -0.122
H -2.5311 2.9407 -6.1593 -0.093 -0.638 0.668 0.497
H -1.5622 3.0521 -7.4633 0.231 -0.670 -0.503 0.495
H -1.0573 0.6580 -7.5157 -0.163 -0.482 -0.062 0.151
H -3.0114 0.2904 -5.1640 -0.536 -0.034 -0.472 0.337
H -1.3389 0.0650 -5.1279 0.323 0.005 -0.288 -0.078
H -2.5293 -3.2437 -5.5777 -0.068 0.078 -0.216 0.336
H -3.3638 -1.9658 -4.6367 -0.165 -0.083 -0.102 0.471
H -1.6139 -2.1165 -4.5535 -0.023 -0.228 0.109 -0.465
H -3.2593 -0.0715 -8.0979 -0.357 0.155 -0.298 0.375
H -3.8952 1.2963 -7.4822 -0.125 -0.035 -0.173 0.304
C 0.9471 -3.3457 -5.0171 -0.025 0.199 -1.405 -1.096
C 0.8190 -4.8334 -4.7480 0.073 0.273 1.846 0.706
C -0.2292 -5.0721 -3.6355 -0.123 0.732 -1.009 -0.748
O 0.1066 -4.3254 -2.4896 0.172 -0.647 0.001 0.275
C -0.7486 -4.5877 -1.4003 0.036 0.414 0.156 -0.689
N 0.6051 -5.6242 -5.9365 -0.507 -0.739 -0.354 -0.703
H 0.9487 -2.6843 -4.1556 0.089 -0.390 0.257 -0.052
H 0.1272 -3.0157 -5.6632 -0.125 -0.032 0.083 0.285
H 1.8376 -3.1482 -5.6184 0.124 -0.029 0.155 0.284
H 1.7521 -5.1728 -4.2854 0.165 -0.047 -0.235 0.087
H -0.3148 -6.1467 -3.4431 -0.064 -0.005 0.219 0.254
H -1.1767 -4.6676 -4.0211 -0.294 -0.401 0.041 0.155
H -1.7958 -4.3949 -1.6524 -0.018 0.099 0.052 0.550
H -0.3926 -3.8986 -0.6342 -0.803 -0.145 -0.010 -0.222
H -0.6668 -5.5979 -0.9830 0.154 -0.151 -0.305 0.406
H 0.4307 -6.5889 -5.6602 0.504 -0.040 0.049 0.294
H -0.2583 -5.4290 -6.4393 0.101 0.737 0.133 0.286
C 2.9978 0.0340 -1.4720 -0.744 -0.511 -0.787 -0.324
C 4.2556 0.6790 -2.0348 0.096 -0.252 1.470 0.642
C 5.0078 -0.2153 -2.9975 -0.285 0.146 -1.034 -1.217
O 5.5887 -1.3147 -2.3344 -0.069 0.572 0.870 -0.042
C 6.3654 -2.1450 -3.1526 0.115 0.268 -0.410 -0.928
N 3.9092 1.9489 -2.6547 0.189 0.414 -0.583 -0.524
H 2.3958 -0.2941 -2.3276 -0.104 0.136 -0.045 0.294
H 2.3463 0.7009 -0.9051 0.275 0.196 0.102 0.239
H 3.1369 -0.8792 -0.8921 0.473 0.163 0.116 -0.535
H 4.9507 0.8538 -1.1997 0.106 -0.166 0.046 0.260
H 5.6856 0.4551 -3.5450 0.834 -0.311 0.322 0.387
H 4.3908 -0.5883 -3.8248 -0.536 -0.070 0.181 0.391
H 5.7627 -2.4239 -4.0246 0.328 -0.155 -0.175 0.377
H 6.6812 -3.0410 -2.6181 -0.338 0.071 0.219 0.223
H 7.2856 -1.6240 -3.4431 -0.101 -0.027 -0.322 0.300
H 3.6224 2.6286 -1.9590 -0.287 -0.274 0.144 0.271
H 4.7337 2.3848 -3.0611 0.006 -0.228 -0.136 0.262
C -4.0407 0.4088 -0.3911 0.622 -0.025 0.180 -0.143
C -3.9220 -1.0897 -0.6196 -0.501 0.138 0.484 2.239
C -3.4715 -1.8090 0.6578 1.640 0.516 -0.793 0.316
O -3.3259 -3.1824 0.3495 -0.746 -0.829 -0.380 -0.417
C -2.5334 -3.9168 1.2545 -1.330 0.470 0.820 -0.598
N -5.2474 -1.5739 -1.0119 -0.399 -0.591 -0.086 -0.793
H -4.5012 0.9007 -1.2457 -0.296 -0.053 0.112 0.265
H -3.0779 0.9008 -0.2344 -0.364 -0.257 -0.245 -0.670
H -4.6030 0.5754 0.5311 -0.266 0.232 -0.167 0.467
H -3.2330 -1.2840 -1.4447 -0.042 -0.139 0.147 -1.241
H -4.1826 -1.5074 1.4357 -0.135 -0.721 0.305 0.514
H -2.4643 -1.4993 0.9664 -0.640 0.520 0.176 -0.506
H -1.4895 -3.6004 1.2612 -1.055 0.055 -0.528 -0.230
H -2.6487 -4.9902 1.1096 0.260 0.019 -0.707 0.348
H -2.9669 -3.7926 2.2555 0.381 0.252 0.270 0.445
H -5.3033 -2.5758 -0.8404 0.220 -0.031 -0.317 0.282
H -5.9643 -1.2116 -0.3877 0.162 0.376 -0.046 0.338
C 0.5853 -4.2220 2.2476 0.157 0.931 0.421 -0.019
C 1.5357 -4.8675 1.2514 0.388 0.016 0.386 -0.026
C 2.0204 -3.9247 0.1542 -1.247 -0.458 -0.624 2.625
O 2.8161 -4.6606 -0.7634 0.288 0.631 0.681 -0.645
C 3.3478 -3.8218 -1.7588 0.575 -0.521 -1.024 0.031
N 2.6564 -5.3860 2.0412 0.563 -0.275 -0.212 -0.776
H 1.0794 -3.3572 2.7090 0.206 0.012 -0.062 -0.448
H 0.3630 -4.8696 3.0946 -0.002 -0.330 -0.208 0.505
H -0.3570 -3.8095 1.8799 1.188 -0.540 0.134 -0.512
H 1.0726 -5.7314 0.7700 -0.087 0.013 -0.031 0.454
H 2.4983 -3.0461 0.6044 0.448 -0.078 -0.121 -0.014
H 1.1707 -3.5854 -0.4549 0.428 0.350 0.486 -1.843
H 3.9908 -3.0206 -1.3886 -0.046 -0.015 0.251 -0.265
H 2.6277 -3.3902 -2.4655 -0.501 0.053 0.506 -0.219
H 3.9452 -4.4768 -2.3971 0.254 0.042 0.115 0.488
H 3.3590 -5.7550 1.4046 -0.142 -0.169 -0.015 0.393
H 3.1475 -4.6323 2.5170 -0.276 0.142 0.093 0.198
C -4.5923 1.2717 5.8759 0.168 0.197 1.811 -1.557
C -3.3581 0.7910 6.6598 0.406 -0.532 -0.587 1.185
C -2.3586 1.9372 6.8774 -0.827 -0.035 -0.301 -1.188
O -1.6469 2.1499 5.6753 -0.121 0.013 -0.267 0.152
C -0.6654 3.1363 5.7879 0.513 0.685 -0.083 -1.005
N -3.7087 0.1688 7.9316 -0.058 -0.176 -0.010 -0.784
H -4.2332 1.9486 5.1046 -0.461 -0.359 -0.524 0.179
H -5.2380 1.8232 6.5686 0.192 0.343 -0.030 0.437
H -5.2247 0.4218 5.6231 0.288 0.020 -0.839 0.455
H -2.8856 0.0662 5.9811 0.372 0.011 0.055 -0.029
H -1.6277 1.7884 7.6789 -0.259 -0.241 0.256 0.392
H -3.0052 2.7974 7.0940 0.454 0.343 0.299 0.430
H -0.2884 3.3987 4.7987 -0.097 -0.286 -0.138 0.186
H 0.1961 2.8235 6.3904 -0.066 -0.217 0.099 0.328
H -1.0149 4.0859 6.2102 -0.351 -0.144 0.154 0.356
H -4.2872 -0.6434 7.7303 -0.294 0.218 0.059 0.350
H -2.8872 -0.2750 8.3470 -0.191 0.191 -0.146 0.281
C -0.6774 -0.8237 -2.3185 -1.203 -0.043 0.630 0.304
O -0.4030 -0.1431 -1.1111 0.037 0.384 0.127 1.209
C -0.0901 -1.0200 -0.0492 -0.194 -0.243 0.312 1.359
C -0.0306 -0.2380 1.2554 -0.133 0.355 -0.843 -0.399
N -1.3275 0.4049 1.4513 0.019 0.485 0.322 1.139
C -1.3346 1.4353 2.4761 0.769 -0.151 0.126 -0.788
C -2.5085 2.3802 2.3709 -0.238 0.329 -0.279 -0.605
O -2.6896 2.9139 1.0580 0.254 -0.214 -0.249 1.253
C -1.6088 3.6426 0.5084 -0.008 0.293 0.391 -0.311
H -1.2288 -0.1342 -2.9601 0.688 0.230 -0.249 -0.433
H -1.4477 -1.5807 -2.1127 0.464 -0.421 -0.080 -0.357
H 0.2108 -1.2850 -2.7514 -0.019 0.133 -0.173 -0.608
H 0.8441 -1.5406 -0.2831 0.014 0.030 0.239 0.184
H -0.8989 -1.7528 0.0798 0.215 -0.166 -0.428 -1.323
H 0.8123 0.4571 1.1694 -0.037 0.265 0.269 0.240
H 0.1727 -0.9006 2.0977 0.092 -0.130 -0.024 -0.652
H -1.6502 0.8377 0.5924 0.440 -0.242 -0.015 -1.435
H -0.4192 2.0476 2.4229 0.105 0.105 -0.157 -0.057
H -1.2746 0.9797 3.4675 -0.339 0.037 0.079 0.396
H -2.3761 3.2174 3.0647 0.103 -0.061 0.177 0.378
H -3.4774 1.9278 2.5826 0.119 -0.281 0.124 -0.203
H -0.8491 2.9702 0.1044 0.248 0.088 0.272 -0.261
H -1.2223 4.3412 1.2582 0.398 -0.177 0.070 0.456
H -1.9435 4.2746 -0.3160 -0.419 -0.231 0.123 -0.216
C 2.3753 1.7659 3.9111 -0.523 0.213 -0.323 -0.936
O 2.5535 0.7783 2.9203 0.298 -0.602 0.341 0.225
C 3.8161 0.1490 3.0757 1.023 1.247 -0.624 -1.152
C 4.1734 -0.7266 1.8907 -0.598 -0.512 0.124 1.620
N 5.3331 -1.5411 2.2123 0.436 0.164 -0.039 -0.414
C 5.8774 -2.2728 1.0754 0.222 -0.914 0.397 0.502
C 6.7869 -3.3815 1.5817 -0.701 -0.915 -0.646 -1.140
O 8.0127 -2.8613 1.9905 0.316 0.844 0.856 -0.333
C 8.9005 -3.8012 2.5459 -0.246 -0.981 -0.709 -0.774
H 2.4218 1.3723 4.9310 0.410 -0.045 -0.024 0.489
H 1.3647 2.1545 3.7954 -0.005 0.054 -0.136 0.002
H 3.0821 2.5855 3.7559 0.121 0.006 0.233 0.324
H 3.9399 -0.3709 4.0290 -0.390 -0.320 -0.017 0.382
H 4.5771 0.9444 3.0839 0.060 0.128 0.255 0.470
H 4.3301 -0.1899 0.9497 -0.189 0.504 0.182 -0.428
H 3.2903 -1.3596 1.7336 0.208 -0.285 -0.162 -0.792
H 6.1055 -0.9576 2.5233 -0.288 0.155 0.338 0.348
H 6.4814 -1.6940 0.3675 -0.386 0.336 -0.113 0.185
H 5.0472 -2.7604 0.5599 0.044 0.098 -0.191 -0.208
H 6.9376 -4.1258 0.7817 0.175 0.152 -0.171 0.463
H 6.2420 -3.9463 2.3501 0.266 0.237 0.419 0.419
H 8.5427 -4.3147 3.4437 -0.314 0.348 0.152 0.300
H 9.8710 -3.3642 2.7604 -0.120 0.346 -0.110 0.254
H 9.0219 -4.5938 1.7958 0.353 -0.113 0.064 0.318
C 0.8525 3.7433 -8.4431 0.684 0.034 -0.947 -0.800
O 0.3390 4.7933 -7.6498 -0.347 0.078 0.300 -0.316
C 1.3397 5.3967 -6.8427 1.152 -0.676 0.068 -0.857
C 1.6957 4.5261 -5.6595 -0.568 -0.301 0.269 -0.339
N 0.5985 4.4637 -4.6923 0.153 -0.141 0.326 -0.342
C 0.8847 3.4855 -3.6378 0.130 1.057 -0.120 -0.822
C -0.2867 3.3915 -2.6787 0.259 -1.083 -0.731 0.816
O -1.4290 3.0349 -3.4280 -0.325 -0.051 -0.401 -0.534
C -2.6239 3.0261 -2.6703 1.187 0.236 1.008 -0.347
H 1.5929 4.1575 -9.1380 0.096 0.021 -0.024 0.366
H 0.1030 3.2629 -9.0702 -0.519 0.467 0.255 0.329
H 1.3500 2.9024 -7.9501 -0.079 0.273 0.652 0.278
H 1.1276 6.3866 -6.4371 -0.992 -0.035 -0.466 0.362
H 2.2552 5.5287 -7.4344 -0.007 -0.028 -0.179 0.443
H 2.5870 4.9494 -5.1889 -0.019 -0.095 0.148 0.440
H 1.9264 3.5058 -5.9942 0.363 0.028 -0.094 0.227
H -0.2314 4.0913 -5.1417 -0.039 0.440 -0.282 0.297
H 1.7342 3.8629 -3.0607 0.120 -0.173 -0.016 0.351
H 1.1884 2.5326 -4.0877 -0.177 -0.288 0.343 0.392
H -0.4212 4.3417 -2.1549 -0.075 0.022 0.088 0.278
H -0.0798 2.5486 -2.0082 0.044 0.289 0.499 -0.554
H -3.4130 2.5575 -3.2472 -0.147 0.328 -0.060 0.411
H -2.7973 4.0415 -2.2936 -0.711 0.142 -0.562 0.296
H -2.4652 2.4860 -1.7271 -0.129 -0.518 -0.251 -0.271
```
Positions in Å, forces in eV/Å.

## Properties
Energy relative to the best compared isomer or geometry (same formula, charge and spin) = 0.109 eV
Gap between HOMO and LUMO = 0.332 Eh